A 3-piece molecular cluster, C5H14O2 overall, computed with wB97M-V/def2-TZVPD.

```
21
Properties=species:S:1:pos:R:3
C -2.414 -1.358 -0.194
C -1.452 -0.450 -0.055
C -1.510 0.857 -0.775
C -0.307 -0.553 0.937
C 0.200 -1.978 1.192
H -2.938 -1.411 -1.147
H -2.596 -2.129 0.548
H -2.296 0.814 -1.543
H -0.622 1.146 -1.350
H -1.780 1.715 -0.157
H 0.551 -0.067 0.483
H -0.673 -0.121 1.870
H 0.466 -2.426 0.213
H -0.516 -2.715 1.557
H 1.109 -1.889 1.786
O 1.918 1.865 0.865
H 2.304 1.697 -0.016
H 1.967 2.820 1.007
O 2.214 0.926 -1.679
H 1.967 0.006 -1.639
H 3.034 0.906 -2.201
```

Properties
Kohn-Sham gap = 9.19 eV
HOMO level = -8.77 eV
max |F| = 2.00 eV/A
energy above the lowest of the compared OMol25 structures with the same formula, charge and spin = 22.4 kcal/mol
E_tot = -349.34007 Eh

C4H7N3S as an isolated structure, computed with wB97M-V/def2-TZVPD.

```
15
Properties=species:S:1:pos:R:3
C 1.504 1.527 -0.101
C 1.991 0.242 -0.100
C -0.118 0.295 -0.017
C 0.873 -2.063 -0.078
N 0.172 1.524 -0.130
N 0.844 -0.589 -0.068
N -3.405 1.037 0.129
S -2.656 -0.417 0.050
H 2.177 2.337 -0.175
H 3.044 0.024 -0.006
H 0.721 -2.594 -1.098
H 1.862 -2.207 0.488
H -0.060 -2.298 0.444
H -3.905 1.328 0.955
H -3.045 1.856 -0.295
```

Properties
Kohn-Sham gap (spin up / spin down) = 7.84 / 7.53 eV
HOMO level (spin up / spin down) = -8.15 / -8.05 eV
max |F| = 5.28 eV/A
energy above the lowest of the compared OMol25 structures with the same formula, charge and spin = 108.8 kcal/mol
E_tot = -718.92916 Eh

A 6-piece molecular cluster, C18H40O18S4 overall, computed with wB97M-V/def2-TZVPD.

```
80
Properties=species:S:1:pos:R:3
C 25.906 -45.702 -6.027
C 25.949 -44.284 -6.468
O 26.303 -43.357 -5.421
S 26.632 -41.712 -5.884
C 27.296 -40.831 -4.442
O 27.693 -41.658 -6.846
O 25.309 -41.195 -6.119
H 25.542 -46.247 -7.106
H 25.071 -45.910 -5.310
H 26.863 -45.929 -5.707
H 26.477 -44.016 -7.315
H 25.007 -43.826 -6.558
H 28.128 -41.329 -3.815
H 26.658 -40.777 -3.667
H 27.607 -39.801 -4.611
C 26.140 -39.251 -10.987
C 25.487 -38.538 -12.088
O 24.359 -37.749 -11.444
S 23.276 -37.087 -12.483
C 22.145 -36.243 -11.537
O 24.056 -36.203 -13.356
O 22.546 -38.238 -12.959
H 25.546 -39.939 -10.324
H 26.697 -38.626 -10.221
H 26.851 -39.920 -11.235
H 26.053 -37.887 -12.413
H 25.076 -39.024 -13.034
H 22.391 -35.422 -10.696
H 21.286 -36.902 -10.832
H 21.521 -35.561 -12.215
C 26.194 -37.953 -6.690
C 27.633 -37.516 -7.069
O 28.505 -38.374 -6.385
S 30.082 -37.930 -6.669
C 31.031 -39.158 -5.912
O 30.231 -38.174 -8.003
O 30.378 -36.679 -6.053
H 26.120 -39.095 -7.078
H 25.596 -37.530 -7.368
H 26.109 -37.606 -5.661
H 27.899 -37.694 -8.270
H 27.612 -36.622 -6.574
H 30.844 -39.304 -5.006
H 32.052 -38.790 -5.950
H 30.883 -40.074 -6.376
C 29.008 -35.384 -3.254
C 29.225 -36.813 -2.950
O 28.213 -37.386 -2.178
S 28.477 -38.402 -0.903
C 29.527 -37.581 0.270
O 27.160 -38.604 -0.321
O 29.259 -39.619 -1.434
H 29.201 -34.683 -2.219
H 28.127 -35.055 -3.670
H 29.821 -35.066 -3.865
H 29.460 -37.325 -3.689
H 30.357 -36.973 -2.593
H 29.575 -38.108 1.249
H 29.133 -36.545 0.295
H 30.428 -37.875 -0.258
O 23.210 -36.832 -8.025
C 22.933 -38.018 -8.294
O 23.781 -39.084 -8.026
C 23.154 -40.258 -8.315
C 22.013 -39.887 -9.088
O 21.851 -38.481 -8.954
H 23.836 -40.887 -8.858
H 22.895 -40.821 -7.472
H 21.256 -40.593 -8.869
H 22.373 -39.934 -10.193
O 22.111 -37.824 -4.594
C 22.989 -37.537 -3.832
O 24.081 -38.367 -3.745
C 24.902 -38.085 -2.602
C 24.193 -36.736 -2.213
O 23.148 -36.640 -3.011
H 24.705 -38.933 -1.953
H 25.929 -38.051 -2.939
H 24.889 -35.975 -2.424
H 23.751 -36.789 -1.268
```

Properties
Kohn-Sham gap = 10.41 eV
HOMO level = -10.40 eV
max |F| = 9.33 eV/A
energy above the lowest of the compared OMol25 structures with the same formula, charge and spin = 30.6 kcal/mol
E_tot = -3656.47137 Eh

A 3-piece molecular cluster, C2H3NO4 overall, computed with wB97M-V/def2-TZVPD.

```
10
Properties=species:S:1:pos:R:3
N -1.844 -1.290 -0.598
C -2.572 -0.885 0.231
O -3.390 -0.565 1.016
H -0.944 -0.840 -0.843
O -2.185 1.693 0.353
C -2.673 1.571 -0.682
O -3.225 1.353 -1.660
O 1.684 -0.090 1.397
H 0.668 -0.038 1.289
H 1.945 -0.890 1.745
```

Properties
Kohn-Sham gap = 11.78 eV
HOMO level = -11.58 eV
max |F| = 5.00 eV/A
energy above the lowest of the compared OMol25 structures with the same formula, charge and spin = 10.3 kcal/mol
E_tot = -433.74711 Eh

A 2-piece molecular cluster, C3H2ClO3 overall, computed with wB97M-V/def2-TZVPD.

```
9
Properties=species:S:1:pos:R:3
C 0.872 -1.309 -0.061
C -0.380 0.591 -0.009
C -0.742 1.447 -1.069
O -1.432 1.693 -2.037
O -0.044 2.050 -0.131
O 1.125 -1.752 1.211
Cl -1.681 0.315 1.144
H 1.850 -0.645 -0.301
H 0.432 -2.389 1.252
```

Properties
Kohn-Sham gap = 7.00 eV
HOMO level = -3.26 eV
max |F| = 3.14 eV/A
energy above the lowest of the compared OMol25 structures with the same formula, charge and spin = 106.8 kcal/mol
charge = -1
E_tot = -801.29653 Eh

C21H49CsN7O11S as an isolated structure, computed with wB97M-V/def2-TZVPD.

```
90
Properties=species:S:1:pos:R:3
Cs -7.223 12.990 -8.573
S -8.440 13.823 -5.321
O -9.854 14.144 -5.050
O -7.636 13.843 -4.076
O -8.292 12.480 -5.962
O -7.869 14.811 -6.272
C -10.988 10.237 -4.471
C -10.465 9.476 -5.667
O -10.992 8.425 -6.034
N -9.366 9.996 -6.258
C -8.659 9.327 -7.321
H -10.456 11.172 -4.284
H -10.878 9.613 -3.583
H -12.055 10.399 -4.611
H -9.036 10.924 -5.991
H -7.598 9.536 -7.174
H -8.970 9.670 -8.319
H -8.852 8.257 -7.319
C -4.020 16.319 -0.983
C -4.995 16.019 -2.090
O -5.352 16.898 -2.854
N -5.508 14.756 -2.161
C -4.958 13.575 -1.564
H -3.331 17.081 -1.343
H -3.416 15.459 -0.693
H -4.547 16.685 -0.104
H -6.184 14.669 -2.915
H -5.377 13.363 -0.570
H -3.874 13.582 -1.461
H -5.257 12.716 -2.167
C -3.682 19.267 -8.146
C -3.411 17.897 -8.719
O -2.723 17.769 -9.719
N -3.912 16.829 -8.057
C -4.784 16.858 -6.875
H -3.166 19.376 -7.193
H -4.744 19.467 -8.001
H -3.315 19.985 -8.871
H -3.621 15.914 -8.353
H -4.236 16.530 -5.991
H -5.590 16.129 -6.999
H -5.257 17.817 -6.725
C -11.454 12.418 -7.725
C -10.948 13.570 -8.567
O -11.023 13.534 -9.800
N -10.435 14.615 -7.888
C -10.048 15.870 -8.464
H -12.524 12.362 -7.928
H -11.253 12.565 -6.667
H -11.013 11.502 -8.114
H -10.420 14.543 -6.872
H -10.088 15.823 -9.552
H -9.041 16.156 -8.155
H -10.732 16.673 -8.171
C -13.178 13.307 -3.818
C -13.392 14.772 -4.185
O -14.501 15.300 -4.144
N -12.266 15.438 -4.518
C -12.263 16.832 -4.889
H -13.204 12.697 -4.722
H -13.977 13.002 -3.153
H -12.209 13.189 -3.334
H -11.378 14.946 -4.574
H -13.253 17.164 -5.189
H -11.585 16.975 -5.734
H -11.911 17.470 -4.073
C -4.160 13.739 -5.134
C -4.312 12.239 -5.020
O -3.362 11.485 -5.179
N -5.566 11.809 -4.777
C -5.912 10.417 -4.700
H -3.606 13.971 -6.045
H -3.497 14.067 -4.328
H -5.105 14.277 -5.075
H -6.287 12.524 -4.750
H -7.002 10.333 -4.727
H -5.680 9.991 -3.716
H -5.446 9.834 -5.489
C -9.531 14.281 -1.406
C -9.242 12.836 -1.067
O -9.803 12.252 -0.146
N -8.240 12.274 -1.798
C -7.827 10.912 -1.577
H -8.598 14.847 -1.399
H -10.253 14.700 -0.717
H -9.911 14.346 -2.431
H -7.945 12.747 -2.654
H -8.279 10.222 -2.296
H -8.134 10.601 -0.582
H -6.737 10.857 -1.634
```

Properties
Kohn-Sham gap = 8.08 eV
HOMO level = -6.96 eV
max |F| = 1.48 eV/A
charge = -1
E_tot = -2459.17662 Eh

C5H9NSi in the gas phase, computed with wB97M-V/def2-TZVPD.

```
16
Properties=species:S:1:pos:R:3
C 0.396 1.838 -0.082
C 0.713 0.343 0.002
N 1.997 -0.125 -0.059
C 1.959 -1.498 -0.076
C 0.658 -1.910 0.051
C -0.126 -0.698 0.040
Si -1.984 -0.645 0.053
H -0.595 2.120 -0.052
H 0.905 2.207 0.811
H 0.909 2.413 -0.871
H 2.881 0.519 -0.017
H 2.866 -2.018 -0.108
H 0.279 -2.921 0.250
H -2.644 -1.835 -0.433
H -2.464 0.280 -1.177
H -2.410 -0.172 1.289
```

Properties
Kohn-Sham gap = 9.14 eV
HOMO level = -8.24 eV
max |F| = 3.85 eV/A
energy above the lowest of the compared OMol25 structures with the same formula, charge and spin = 12.1 kcal/mol
E_tot = -540.11900 Eh

C14H10N6O3 in the gas phase, computed with wB97M-V/def2-TZVPD.

```
33
Properties=species:S:1:pos:R:3
O -6.462 1.260 2.951
N -5.908 0.322 2.387
O -6.265 -0.889 2.514
C -4.767 0.602 1.617
C -4.121 -0.425 0.894
C -3.012 -0.228 0.077
C -2.429 1.054 0.041
C -1.169 1.253 -0.656
N -0.596 2.425 -0.870
N 0.573 2.464 -1.617
C 1.691 1.642 -1.495
N 2.747 1.990 -2.178
N 3.675 1.018 -1.797
C 3.065 0.117 -1.087
C 3.661 -1.166 -0.615
C 5.036 -1.400 -0.693
C 5.565 -2.581 -0.264
N 4.835 -3.606 0.154
C 3.498 -3.418 0.272
C 2.865 -2.219 -0.090
O 1.802 0.430 -0.853
C -3.025 2.079 0.741
C -4.189 1.884 1.496
H -4.508 -1.422 0.870
H -2.615 -1.028 -0.527
H -0.663 0.389 -1.115
H 0.814 3.322 -2.084
H 5.755 -0.634 -1.097
H 6.637 -2.660 -0.330
H 2.927 -4.216 0.707
H 1.797 -2.126 0.018
H -2.545 3.024 0.680
H -4.668 2.742 1.954
```

Properties
Kohn-Sham gap = 7.16 eV
HOMO level = -8.74 eV
max |F| = 3.97 eV/A
energy above the lowest of the compared OMol25 structures with the same formula, charge and spin = 9.8 kcal/mol
E_tot = -1093.57987 Eh

A 2-piece molecular cluster, CHBrN4O overall, computed with wB97M-V/def2-TZVPD.

```
8
Properties=species:S:1:pos:R:3
C 0.713 0.164 -0.152
N 0.319 -0.720 -1.264
N 0.080 -0.395 1.047
N -0.443 -1.549 -0.726
N -0.623 -1.281 0.637
O -0.827 1.381 -0.199
Br 2.076 1.233 0.021
H -1.295 1.167 0.636
```

Properties
Kohn-Sham gap (spin up / spin down) = 8.47 / 8.47 eV
HOMO level (spin up / spin down) = -11.13 / -11.13 eV
max |F| = 5.52 eV/A
energy above the lowest of the compared OMol25 structures with the same formula, charge and spin = 64.9 kcal/mol
E_tot = -2906.78260 Eh

A 3-piece molecular cluster, C7H18N2O overall, computed with wB97M-V/def2-TZVPD.

```
28
Properties=species:S:1:pos:R:3
C 1.759 0.034 0.396
C -0.799 0.067 0.015
C -0.238 -0.151 -1.217
C 1.830 -0.381 1.839
C -1.252 -1.052 0.905
C -0.988 1.459 0.535
C -2.697 0.215 -1.590
N 2.305 1.337 0.182
N -0.039 -1.341 -1.837
O 2.395 -0.887 -0.460
H 3.360 -0.786 -0.347
H 0.092 0.711 -1.782
H 1.968 2.022 0.847
H 2.144 1.678 -0.758
H 0.792 -1.383 -2.406
H -0.153 -2.169 -1.273
H 2.876 -0.375 2.194
H 1.443 -1.392 1.960
H 1.257 0.284 2.490
H -0.752 -1.997 0.688
H -2.329 -1.204 0.798
H -1.051 -0.809 1.949
H -2.026 1.619 0.832
H -0.734 2.212 -0.211
H -0.367 1.618 1.421
H -2.845 -0.808 -1.920
H -2.538 0.919 -2.402
H -3.413 0.559 -0.849
```

Properties
Kohn-Sham gap (spin up / spin down) = 6.89 / 6.82 eV
HOMO level (spin up / spin down) = -6.24 / -6.06 eV
max |F| = 1.39 eV/A
energy above the lowest of the compared OMol25 structures with the same formula, charge and spin = 122.6 kcal/mol
E_tot = -462.08653 Eh

A 10-piece molecular cluster, C26H54N4O6S6 overall, computed with wB97M-V/def2-TZVPD.

```
96
Properties=species:S:1:pos:R:3
C -4.322 5.780 -2.313
S -4.368 7.344 -3.216
O -5.114 7.246 -4.563
C -2.567 7.179 -3.625
H -3.913 5.889 -1.309
H -3.744 5.031 -2.854
H -5.355 5.499 -2.107
H -2.519 6.510 -4.484
H -1.908 6.800 -2.844
H -2.094 8.076 -4.025
C 1.265 -1.563 0.636
S -0.084 -0.312 0.771
O 0.544 1.028 0.537
C -1.018 -0.672 -0.781
H 0.735 -2.510 0.742
H 1.875 -1.493 1.537
H 1.807 -1.443 -0.302
H -1.096 -1.728 -1.042
H -0.454 -0.161 -1.561
H -1.945 -0.159 -0.525
C -6.752 2.518 -8.196
S -7.142 0.909 -7.419
O -8.398 0.317 -8.142
C -5.797 -0.224 -7.994
H -6.691 2.435 -9.281
H -5.769 2.836 -7.847
H -7.513 3.235 -7.888
H -5.393 -0.071 -8.995
H -6.263 -1.205 -8.088
H -5.046 -0.225 -7.204
C 0.005 -1.604 9.613
S 0.852 -1.249 7.999
O 1.543 0.073 8.249
C 2.018 -2.654 8.245
H 0.054 -2.673 9.820
H -1.004 -1.210 9.490
H 0.440 -1.039 10.437
H 2.888 -2.441 7.623
H 1.689 -3.693 8.208
H 2.433 -2.514 9.243
C 8.046 0.601 1.778
S 8.505 -1.018 2.552
O 9.753 -1.506 1.819
C 9.026 -0.375 4.221
H 7.834 0.556 0.710
H 8.801 1.355 2.003
H 7.157 0.945 2.306
H 9.488 -1.219 4.735
H 8.061 -0.172 4.686
H 9.652 0.512 4.123
C 2.407 4.131 -7.708
S 1.117 3.046 -8.457
O 0.075 2.619 -7.395
C 0.297 4.385 -9.383
H 2.093 5.153 -7.497
H 3.224 4.171 -8.429
H 2.770 3.693 -6.779
H -0.324 3.818 -10.076
H 0.997 4.808 -10.102
H -0.330 5.073 -8.817
C -4.083 -10.304 1.508
C -3.095 -9.409 0.855
N -2.337 -8.733 0.309
H -4.333 -9.914 2.495
H -3.798 -11.329 1.746
H -4.989 -10.363 0.906
N 2.438 8.161 1.397
C 1.922 9.444 1.676
C 2.900 10.379 1.362
C 3.873 9.755 0.608
C 3.583 8.399 0.585
H 1.930 7.305 1.567
H 0.954 9.570 2.139
H 2.929 11.451 1.491
H 4.730 10.155 0.087
H 4.012 7.521 0.124
N -8.212 -4.624 1.662
C -8.916 -3.936 2.639
C -8.157 -2.888 3.091
C -6.905 -2.984 2.400
C -6.987 -4.064 1.523
H -8.570 -5.323 1.026
H -9.926 -4.224 2.892
H -8.365 -2.159 3.859
H -6.123 -2.286 2.663
H -6.290 -4.395 0.767
N 7.152 -7.872 3.567
C 6.851 -8.715 4.624
C 5.514 -9.069 4.497
C 4.998 -8.357 3.445
C 6.013 -7.602 2.903
H 8.062 -7.574 3.246
H 7.649 -9.223 5.144
H 5.057 -9.819 5.126
H 3.965 -8.503 3.165
H 6.020 -6.912 2.072
```

Properties
Kohn-Sham gap = 8.36 eV
HOMO level = -8.09 eV
max |F| = 3.42 eV/A
E_tot = -4082.29522 Eh

C5H5NO in the gas phase, computed with wB97M-V/def2-TZVPD.

```
12
Properties=species:S:1:pos:R:3
N 1.513 2.021 -1.387
C 1.187 0.966 -1.043
C 0.751 -0.368 -0.597
O 1.272 -0.603 0.773
C 0.414 -0.334 1.728
C -0.824 0.180 1.019
C -0.745 -0.470 -0.363
H 1.188 -1.129 -1.243
H -0.990 -1.533 -0.268
H -1.757 0.030 1.564
H -0.648 1.269 0.963
H -1.363 -0.031 -1.146
```

Properties
Kohn-Sham gap = 9.63 eV
HOMO level = -9.09 eV
max |F| = 1.18 eV/A
energy above the lowest of the compared OMol25 structures with the same formula, charge and spin = 68.9 kcal/mol
E_tot = -323.40989 Eh